# 1
ORCA calculation (ωB97M-V with the def2-TZVPD basis set) on a 15-piece molecular cluster, H30O15 overall.

Geometry as ORCA input:
```
! RIJCOSX wB97M-V def2-TZVPD def2/J DEFGRID3
* xyz 0 1
O 2.42 -1.23 1.48
H 2.77 -1.79 2.17
H 2.19 -0.30 1.45
O -2.53 1.30 0.37
H -2.27 1.63 -0.49
H -2.42 2.05 0.98
O 1.40 0.97 3.78
H 1.73 1.32 4.63
H 1.27 0.07 4.09
O 3.57 2.26 -1.57
H 3.41 2.42 -2.51
H 3.35 1.28 -1.62
O -1.21 -0.23 2.21
H -0.77 -1.05 2.01
H -1.75 0.15 1.51
O -1.50 -0.36 -2.37
H -1.35 -0.12 -3.29
H -2.43 -0.11 -2.29
O 1.47 -2.77 -2.66
H 2.31 -3.21 -2.91
H 0.77 -3.42 -2.80
O 2.01 0.44 -2.33
H 2.41 -0.42 -2.52
H 1.29 0.20 -1.75
O 0.54 -3.69 0.44
H 1.09 -2.93 0.13
H 1.15 -4.06 1.10
O 0.22 2.21 1.81
H -0.18 1.93 2.64
H 1.15 1.95 1.69
O -1.81 2.34 3.95
H -2.10 1.42 3.90
H -0.87 2.15 3.92
O 0.35 3.20 -2.96
H 0.78 3.90 -2.46
H 0.93 2.94 -3.68
O 3.51 -1.46 -1.15
H 2.64 -1.59 -0.76
H 4.00 -1.07 -0.42
O -4.63 -0.08 -0.98
H -5.00 0.80 -0.95
H -3.79 -0.05 -0.54
O -4.16 -2.75 -0.08
H -4.23 -2.32 -0.93
H -3.30 -2.91 0.30
*
```

Calculated values
E_LUMO ... -0.0119 hartree
Relative energy (zero: lowest compared OMol25 entry of this formula, charge and spin) ... 76.7 kcal/mol
HOMO ... -10.3 eV

Löwdin population analysis, charges in e, atoms 1 to 2: -0.03 0.06



# 2
ORCA calculation (ωB97M-V with the def2-TZVPD basis set) on a 2-piece molecular cluster, C3H8Cl2NOPS overall.

Geometry as ORCA input:
```
! RIJCOSX wB97M-V def2-TZVPD def2/J DEFGRID3
* xyz 0 1
C -0.78 0.96 -1.64
C -1.18 0.48 -0.14
C -1.42 -0.97 -0.05
N -1.18 -1.74 0.93
S -1.48 -3.36 1.04
H -0.89 2.05 -1.70
H 0.16 0.62 -1.74
H -1.49 0.58 -2.43
H -2.15 0.97 -0.08
H -0.34 0.83 0.47
H -1.93 -1.32 -0.98
H -0.71 -1.31 1.66
O 1.62 -0.20 1.88
P 2.66 0.38 1.10
Cl 2.77 -0.56 -0.68
Cl 2.39 2.28 0.60
H 3.93 0.30 1.77
*
```

Calculated values
E_LUMO ... 0.0003 hartree
HOMO ... -7.3 eV
Structure (SMILES) ... CC/C=[NH+]/[S-].O=[PH](Cl)Cl

Löwdin population analysis, charges in e, atoms 1 to 2: -0.08 -0.19



# 3
ORCA calculation (ωB97M-V with the def2-TZVPD basis set) on C5H4EuO7 as an isolated structure.

Geometry as ORCA input:
```
! RIJCOSX wB97M-V def2-TZVPD def2/J DEFGRID3
* xyz -1 9
O 2.24 0.02 -0.20
C 3.30 -0.69 -0.24
O 4.20 -0.59 -1.06
O 2.49 -1.62 1.84
O 4.56 -2.18 1.24
C 3.49 -1.62 1.05
Eu 0.63 -0.41 1.34
O -1.47 0.26 1.48
C -2.52 0.90 0.87
C -2.24 1.26 -0.58
O -2.18 0.07 -1.41
C -1.18 -0.09 -2.22
H -3.44 0.29 0.91
H -2.77 1.86 1.37
H -1.29 1.80 -0.68
H -3.05 1.85 -1.01
O -0.78 -1.11 -2.69
*
```

Calculated values
E_LUMO (alpha / beta) ... 0.0918 / 0.0709 hartree
HOMO (alpha / beta) ... -3.7 / -4.8 eV

Löwdin population analysis, charges in e, atoms 1 to 2: -0.26 -0.62



# 4
ORCA calculation (ωB97M-V with the def2-TZVPD basis set) on C3H38N2O15 as an isolated structure.

Geometry as ORCA input:
```
! RIJCOSX wB97M-V def2-TZVPD def2/J DEFGRID3
* xyz 0 1
C 0.89 -1.21 -0.16
C 1.47 -0.74 1.17
O 1.59 -1.90 2.02
N 0.89 0.00 -1.03
C 0.08 -0.24 -2.25
N 0.50 -1.42 -3.01
H -0.18 -1.42 -0.10
H 1.43 -2.02 -0.63
H 2.52 -0.46 1.01
H 0.96 0.02 1.75
H 0.71 -2.08 2.36
H 1.83 0.24 -1.33
H 0.18 0.66 -2.87
H -0.93 -0.33 -1.85
H 1.50 -1.56 -3.02
H 0.16 -1.42 -3.96
H -1.94 -0.31 2.11
H -1.15 1.12 2.10
O -1.97 0.66 1.90
H 3.77 0.71 -2.60
H 4.48 -0.41 -3.08
O 3.56 -0.19 -2.91
H -2.79 2.84 0.82
H -2.17 4.19 0.43
O -2.91 3.58 0.22
H -0.17 2.30 3.69
H 0.06 2.91 2.28
O 0.14 2.09 2.80
H -3.04 -2.03 2.77
H -1.83 -2.31 1.91
O -2.09 -1.91 2.77
H -0.20 1.70 -1.12
H -0.65 2.73 -1.88
O 0.16 2.63 -1.26
H 1.87 -4.35 1.72
H 2.15 -3.68 0.58
O 2.21 -4.61 0.85
H 0.07 -3.36 -0.87
H 0.03 -4.70 -0.05
O -0.41 -3.84 -0.20
H -2.26 0.16 0.08
H -2.57 -1.09 -0.74
O -2.35 -0.15 -0.84
H 0.02 3.77 0.22
H 0.32 4.82 1.27
O -0.41 4.25 0.98
H -1.48 -3.39 0.42
H -0.37 -2.31 0.24
O -1.33 -2.46 0.24
H -2.35 2.11 -2.29
H -2.69 3.36 -1.45
O -2.26 3.08 -2.30
H 2.59 2.93 -1.66
H 1.56 2.33 -2.39
O 2.53 2.48 -2.51
H 0.41 0.11 2.98
H -0.52 -1.09 3.38
O 0.41 -0.80 3.30
*
```

Calculated values
E_LUMO ... 0.0010 hartree
Relative energy (zero: lowest compared OMol25 entry of this formula, charge and spin) ... 210.5 kcal/mol
HOMO ... -9.1 eV

Löwdin population analysis, charges in e, atoms 1 to 2: -0.18 -0.17



# 5
ORCA calculation (ωB97M-V with the def2-TZVPD basis set) on a single C5H4N2O2 molecule.

Geometry as ORCA input:
```
! RIJCOSX wB97M-V def2-TZVPD def2/J DEFGRID3
* xyz 0 1
O -2.31 0.44 -1.10
C -1.12 0.67 -1.10
O -0.55 1.53 -2.00
C -0.13 0.06 -0.12
C 1.26 0.28 -0.14
N 2.10 -0.30 0.73
C 1.54 -1.01 1.70
N 0.22 -1.32 1.79
C -0.60 -0.80 0.85
H -1.28 1.90 -2.58
H 1.77 0.90 -0.85
H 2.19 -1.36 2.50
H -1.71 -0.95 0.90
*
```

Calculated values
E_LUMO ... -0.0043 hartree
Relative energy (zero: lowest compared OMol25 entry of this formula, charge and spin) ... 0.0 kcal/mol
HOMO ... -10.1 eV
Structure (SMILES) ... O=C(O)c1cncnc1

Löwdin population analysis, charges in e, atoms 1 to 2: 0.10 -0.46



# 6
ORCA calculation (ωB97M-V with the def2-TZVPD basis set) on a 2-piece molecular cluster, C5H8N4 overall.

Geometry as ORCA input:
```
! RIJCOSX wB97M-V def2-TZVPD def2/J DEFGRID3
* xyz 0 1
C -1.78 0.94 0.89
C 2.09 -0.51 -1.00
C 0.66 -0.59 -1.47
C -0.51 1.49 0.68
C -0.31 -0.73 -0.33
N -2.75 0.30 1.04
N 1.65 0.61 -1.31
N 0.41 1.50 1.76
N -1.51 -1.32 -0.59
H 2.96 -1.14 -1.05
H 0.48 -0.75 -2.49
H -0.38 2.29 0.04
H 0.23 -1.03 0.47
H 0.45 0.61 2.28
H 1.35 1.75 1.46
H -2.19 -0.83 -0.05
H -1.72 -1.35 -1.61
*
```

Calculated values
E_LUMO (alpha / beta) ... 0.0192 / 0.0192 hartree
Relative energy (zero: lowest compared OMol25 entry of this formula, charge and spin) ... 115.8 kcal/mol
HOMO (alpha / beta) ... -7.2 / -7.2 eV

Löwdin population analysis, charges in e, atoms 1 to 2: -0.27 -0.10



# 7
ORCA calculation (ωB97M-V with the def2-TZVPD basis set) on C11H15ClHgLuNO2S2 as an isolated structure.

Geometry as ORCA input:
```
! RIJCOSX wB97M-V def2-TZVPD def2/J DEFGRID3
* xyz -2 1
Lu -0.24 -0.82 0.20
Cl 2.11 -1.10 0.95
C 0.10 1.37 -0.25
H -0.81 1.98 -0.16
H 0.49 1.54 -1.27
H 0.86 1.75 0.47
Hg 3.21 -2.08 -1.51
C 4.38 -0.29 -1.73
C 2.65 -4.06 -0.85
C 2.21 -2.16 -3.41
H 1.57 -4.13 -0.70
H 2.96 -4.75 -1.64
H 3.18 -4.23 0.09
H 3.74 0.57 -1.95
H 4.92 -0.13 -0.80
H 5.06 -0.46 -2.57
H 2.61 -1.54 -4.23
H 1.86 -3.14 -3.78
O -0.98 0.30 3.86
S -2.19 -0.27 3.33
O -2.85 -1.34 4.03
N -1.84 -0.73 1.69
C -2.76 -0.26 0.81
S -2.64 -0.83 -0.81
C -3.55 0.81 1.36
C -4.10 1.86 0.63
C -4.59 2.99 1.28
C -4.50 3.06 2.69
C -3.86 2.06 3.43
C -3.34 0.96 2.74
H -4.11 1.75 -0.46
H -5.05 3.81 0.72
H -4.93 3.92 3.20
H -3.81 2.09 4.52
*
```

Calculated values
E_LUMO (alpha / beta) ... 0.1705 / 0.1701 hartree
Relative energy (zero: lowest compared OMol25 entry of this formula, charge and spin) ... 0.0 kcal/mol
HOMO (alpha / beta) ... -0.3 / -0.3 eV

Löwdin population analysis, charges in e, atoms 1 to 2: 1.11 -0.20



# 8
ORCA calculation (ωB97M-V with the def2-TZVPD basis set) on C29H38Cl7N3OSeSi3V as an isolated structure.

Geometry as ORCA input:
```
! RIJCOSX wB97M-V def2-TZVPD def2/J DEFGRID3
* xyz 2 2
V 0.27 -0.57 -1.09
Cl -3.69 -6.78 -0.87
C -2.84 -5.31 -1.00
C -2.73 -4.46 0.10
Cl -3.48 -4.85 1.58
C -1.99 -3.29 -0.01
Cl -1.83 -2.14 1.24
C -1.31 -2.96 -1.20
O -0.52 -1.93 -1.19
C -1.54 -3.76 -2.33
Cl -0.93 -3.23 -3.84
C -2.27 -4.94 -2.23
Cl -2.48 -5.93 -3.61
C 2.15 -3.40 -2.42
Si 2.51 -3.06 -0.56
C 1.49 -4.23 0.55
C 4.36 -3.42 -0.34
C 2.05 -1.20 -0.21
Si 2.01 -0.82 1.72
C 0.76 -1.65 2.90
C 3.72 -1.32 2.42
C 1.79 1.07 2.03
Si 3.23 0.04 -1.08
C 4.90 0.54 -0.30
C 3.69 -0.32 -2.90
C 2.06 1.58 -1.10
C 2.53 2.89 -1.14
C 1.66 3.96 -1.25
C 0.30 3.68 -1.35
C -0.11 2.36 -1.27
N 0.74 1.34 -1.13
H 1.63 -4.34 -2.54
H 3.08 -3.48 -2.98
H 1.55 -2.62 -2.88
H 1.52 -5.24 0.17
H 0.45 -3.95 0.62
H 1.89 -4.26 1.56
H 4.56 -4.45 -0.61
H 4.71 -3.29 0.68
H 4.97 -2.80 -0.99
H 0.47 -2.65 2.60
H -0.14 -1.06 3.03
H 1.23 -1.74 3.87
H 3.76 -2.39 2.59
H 3.87 -0.84 3.37
H 4.55 -1.06 1.78
H 0.85 1.45 1.61
H 2.60 1.67 1.63
H 1.75 1.24 3.10
H 5.53 -0.34 -0.22
H 4.81 0.99 0.69
H 5.42 1.24 -0.94
H 4.39 -1.15 -2.93
H 4.20 0.53 -3.34
H 2.86 -0.58 -3.55
H 3.60 3.05 -1.09
H 2.02 4.98 -1.29
H -0.42 4.46 -1.48
H -1.16 2.11 -1.34
C -5.32 1.71 1.17
N -4.32 2.68 1.49
C -2.98 2.51 1.47
Se -2.12 0.93 1.12
N -2.39 3.67 1.85
C -3.36 4.60 2.14
C -3.30 5.91 2.60
C -4.50 6.56 2.82
C -5.72 5.93 2.58
C -5.80 4.63 2.12
C -4.60 3.97 1.91
H -4.85 0.87 0.64
H -6.08 2.16 0.53
H -5.80 1.33 2.07
H -1.40 3.80 1.94
H -2.35 6.40 2.78
H -4.49 7.57 3.19
H -6.64 6.48 2.77
H -6.75 4.15 1.94
Cl 0.34 -0.27 -3.42
C -1.31 0.22 -3.83
Cl -2.30 -0.01 -2.39
H -1.67 -0.43 -4.63
H -1.31 1.27 -4.12
*
```

Calculated values
E_LUMO (alpha / beta) ... -0.2749 / -0.2585 hartree
Relative energy (zero: lowest compared OMol25 entry of this formula, charge and spin) ... 70.3 kcal/mol
HOMO (alpha / beta) ... -12.5 / -12.5 eV

Löwdin population analysis, charges in e, atoms 1 to 2: 0.70 0.77



# 9
ORCA calculation (ωB97M-V with the def2-TZVPD basis set) on C5H11Cl8Hg2O as an isolated structure.

Geometry as ORCA input:
```
! RIJCOSX wB97M-V def2-TZVPD def2/J DEFGRID3
* xyz 3 1
Hg -13.91 3.61 6.90
Hg -10.95 6.12 7.21
C -11.95 4.74 4.35
O -12.16 4.78 5.72
H -11.42 5.65 4.06
H -11.34 3.89 4.04
H -12.87 4.77 3.77
C -12.45 1.02 4.46
Cl -11.06 0.70 3.42
Cl -11.92 1.34 6.08
H -13.00 1.88 4.07
H -13.15 0.18 4.40
C -9.70 8.17 3.57
Cl -9.31 6.82 2.47
Cl -9.66 7.62 5.27
H -8.89 8.88 3.39
H -10.68 8.58 3.32
C -13.69 7.37 1.93
Cl -14.88 6.06 1.89
Cl -13.83 8.04 3.57
H -12.72 6.89 1.82
H -13.98 8.12 1.19
C -14.73 2.58 1.38
Cl -14.10 0.89 1.43
Cl -16.46 2.67 1.12
H -14.49 3.03 2.35
H -14.08 3.09 0.67
*
```

Calculated values
E_LUMO ... -0.5882 hartree
Relative energy (zero: lowest compared OMol25 entry of this formula, charge and spin) ... 24.0 kcal/mol
HOMO ... -18.3 eV

Löwdin population analysis, charges in e, atoms 1 to 2: 1.27 1.27



# 10
ORCA calculation (ωB97M-V with the def2-TZVPD basis set) on a 2-piece molecular cluster, C10H12O3Se overall.

Geometry as ORCA input:
```
! RIJCOSX wB97M-V def2-TZVPD def2/J DEFGRID3
* xyz 0 1
C 4.03 1.84 -0.78
C 2.59 1.95 -0.96
C 4.68 0.72 -0.32
C 1.83 0.84 -0.72
C 3.91 -0.45 -0.16
C 2.51 -0.37 -0.40
C -2.50 -0.64 -0.10
C -3.46 -1.14 -2.08
C -0.97 -0.63 3.29
C -2.15 -1.12 1.22
O -2.10 0.43 -0.55
O -3.30 -1.49 -0.73
O -1.46 -0.32 2.00
Se 1.37 -1.90 -0.24
H 4.69 2.73 -0.77
H 2.20 2.86 -1.28
H 5.83 0.77 -0.21
H 0.85 0.96 -0.99
H 4.30 -1.41 0.11
H -3.08 -1.91 -2.80
H -3.08 -0.10 -2.18
H -4.62 -1.23 -2.37
H 0.10 -0.75 3.15
H -1.41 -1.52 3.57
H -1.37 0.18 3.88
H -2.54 -2.10 1.57
*
```

Calculated values
E_LUMO (alpha / beta) ... 0.0012 / -0.0687 hartree
Relative energy (zero: lowest compared OMol25 entry of this formula, charge and spin) ... 33.6 kcal/mol
HOMO (alpha / beta) ... -8.6 / -7.6 eV

Löwdin population analysis, charges in e, atoms 1 to 2: -0.08 -0.06



# 11
ORCA calculation (ωB97M-V with the def2-TZVPD basis set) on a 2-piece molecular cluster, C4H10N2O2 overall.

Geometry as ORCA input:
```
! RIJCOSX wB97M-V def2-TZVPD def2/J DEFGRID3
* xyz 0 1
C -1.97 -0.33 0.04
C 0.76 0.77 0.22
C 1.42 1.29 -1.02
C 1.46 -0.28 1.01
N -2.20 -1.55 0.73
O -1.45 0.65 0.72
N -0.59 -0.45 -0.97
O -0.80 -0.19 -2.11
H -2.79 -0.10 -0.64
H 0.39 1.58 0.83
H -2.54 -2.31 0.15
H -1.43 -1.83 1.32
H 2.37 0.16 1.45
H 0.72 1.86 -1.64
H 2.22 1.98 -0.71
H 1.85 0.50 -1.63
H 0.84 -0.62 1.84
H 1.75 -1.13 0.39
*
```

Calculated values
E_LUMO ... -0.0175 hartree
Relative energy (zero: lowest compared OMol25 entry of this formula, charge and spin) ... 149.7 kcal/mol
HOMO ... -8.2 eV

Löwdin population analysis, charges in e, atoms 1 to 2: -0.53 -0.19



# 12
ORCA calculation (ωB97M-V with the def2-TZVPD basis set) on a 2-piece molecular cluster, CH7N2O overall.

Geometry as ORCA input:
```
! RIJCOSX wB97M-V def2-TZVPD def2/J DEFGRID3
* xyz -1 1
O 1.98 -0.37 0.75
H 2.56 0.25 1.21
N -0.67 0.68 0.81
C -1.08 -0.26 -0.20
N -0.05 -0.70 -1.18
H -0.48 1.57 0.35
H 0.25 0.40 1.20
H -1.96 0.14 -0.71
H -1.37 -1.15 0.29
H 0.84 -0.59 -0.65
H 0.00 0.04 -1.87
*
```

Calculated values
E_LUMO ... 0.1750 hartree
Relative energy (zero: lowest compared OMol25 entry of this formula, charge and spin) ... 4.5 kcal/mol
HOMO ... -3.1 eV

Löwdin population analysis, charges in e, atoms 1 to 2: -0.56 -0.16



E values (in eV) by entry order: -31198.33876, -51947.25872, -38912.80026, -37412.80791, -12325.07770, -11269.53006, -89221.09675, -239519.59774, -115901.31168, -82049.21679, -11380.41043, -6178.14279.